1.
Molecular formula: C12H21Br12GaOP
Method: DFT, ωB97M-V/def2-TZVPD

Its charge is -1. Its molar mass is 1240.84 g mol⁻¹. The frontier orbital gap comes out at 5.726 eV. The electronic energy is -33699.02258 Eh. Its strongest force on any atom is 0.10411 hartree/bohr.

Each line ends with the Mulliken charge.
Geometry (Å):
C  2.77872  3.08990  0.04540  -0.637
C  1.59264  2.31457  0.10672  -0.048
Ga  1.49743  0.63312  -1.06520  -0.022
C  -0.39650  -0.05968  -1.47878  -0.793
C  -1.52558  0.76422  -0.51629  0.906
C  -3.01294  -0.03343  -0.36794  -0.755
O  -1.86776  0.10214  0.77355  -0.390
P  2.71497  -1.17397  -0.17108  0.075
C  3.56074  -0.66092  1.48654  -1.312
C  4.22034  -1.49066  -1.32698  -0.521
C  4.96190  -0.10507  -1.67490  -0.747
H  3.61482  2.85813  -0.67888  0.178
H  2.87544  3.92870  0.80756  0.147
H  0.74239  2.58618  0.80037  0.388
H  2.16058  1.02675  -2.49576  -0.341
H  -0.52193  -1.14475  -1.17612  0.413
H  -0.71998  0.15122  -2.55335  0.337
H  -1.54993  1.94976  -0.59552  -0.229
H  -3.26024  -0.96966  0.20846  0.290
H  -2.67469  -0.65760  -1.29592  0.058
H  4.33336  0.14927  1.22762  0.285
H  2.81922  -0.33967  2.27301  0.364
H  4.18256  -1.56199  1.79724  0.457
H  4.95353  -2.08395  -0.67186  0.231
H  3.88230  -2.06572  -2.24241  0.364
H  6.07680  -0.35231  -1.77673  0.331
H  4.88900  0.65793  -0.83157  0.065
H  4.60299  0.38118  -2.62997  0.228
C  -6.64912  0.94151  1.14823  -0.292
Br  -6.12795  2.09490  -0.31670  -0.011
Br  -8.36950  1.44563  1.88876  -0.076
Br  -6.60234  -0.92786  0.64074  -0.005
H  -5.91174  1.07493  1.93621  0.353
C  1.88489  -4.00187  3.29579  -0.462
Br  2.41791  -2.87554  1.78528  0.153
Br  0.17298  -3.45683  4.03067  -0.091
Br  1.90071  -5.89066  2.83709  -0.128
H  2.62502  -3.86271  4.08275  0.298
C  -0.71044  5.71467  0.14393  -0.330
Br  -0.02140  5.10702  1.85060  -0.048
Br  0.28144  7.23862  -0.53042  -0.054
Br  -0.79598  4.28038  -1.15742  0.023
H  -1.73014  6.04987  0.31507  0.387
C  -4.70032  -4.09315  -1.49537  0.052
Br  -6.01034  -5.50103  -1.74818  -0.068
Br  -2.99032  -4.79491  -0.91468  0.017
Br  -4.52370  -2.98242  -3.07297  -0.015
H  -5.06983  -3.45422  -0.69661  -0.027

Forces on atoms 1 to 2 (eV/Å):
C -2.93 -1.24 1.11
C 2.51 1.14 -0.37


2.
Molecular formula: C12H21Br2N4O
Method: DFT, ωB97M-V/def2-TZVPD

The SMILES is CCCOCn1nc(/C(Br)=C(/C)Br)n(C)/c1=[NH+]/CC. Its charge is +1. Its molar mass is 397.13 g mol⁻¹. The frontier orbital gap comes out at 9.747 eV. The electronic energy is -5911.89160 Eh. Its strongest force on any atom is 0.00878 hartree/bohr.

Each line ends with the Mulliken charge.
Geometry (Å):
C  -4.03074  0.57399  -3.12908  -1.054
C  -2.65486  0.75288  -3.79719  -0.557
C  -1.49205  0.36236  -2.90462  -0.406
O  -1.18762  1.47579  -2.03715  -0.327
C  0.07862  1.54027  -1.55782  -0.571
N  0.24452  0.69939  -0.32370  0.753
N  -0.67135  -0.23055  0.02428  -0.640
C  -0.27397  -0.68838  1.17516  0.306
C  -0.98585  -1.73222  1.92933  -0.590
Br  -1.11179  -3.38143  1.01563  -0.081
C  -1.56183  -1.57633  3.12142  0.784
C  -2.30045  -2.63079  3.88451  -1.398
Br  -1.57903  0.15438  3.89254  -0.102
N  0.92148  -0.10321  1.54205  0.164
C  1.73250  -0.39080  2.72041  -1.079
C  1.21874  0.78820  0.57570  0.122
N  2.27404  1.65351  0.52430  -0.241
C  3.31952  1.40545  -0.49572  -0.344
C  4.24212  0.24925  -0.14262  -1.062
H  -4.63322  -0.17124  -3.64897  0.316
H  -3.92933  0.25223  -2.08915  0.291
H  -4.59766  1.50510  -3.12287  0.295
H  -2.59186  0.13412  -4.69520  0.377
H  -2.51878  1.79449  -4.09465  0.267
H  -1.75482  -0.49908  -2.28434  0.277
H  -0.59619  0.10749  -3.48445  0.403
H  0.29665  2.56127  -1.23658  0.304
H  0.82842  1.20645  -2.28541  0.487
H  -1.75111  -3.57301  3.86296  0.400
H  -2.45463  -2.32477  4.91675  0.414
H  -3.28029  -2.78830  3.42549  0.337
H  1.35133  -1.30013  3.17679  0.399
H  1.66736  0.42231  3.44167  0.393
H  2.76890  -0.54350  2.41662  0.381
H  2.67897  1.77944  1.44529  0.421
H  3.87768  2.33406  -0.61405  0.419
H  2.81624  1.21254  -1.44381  0.168
H  3.69049  -0.69136  -0.05094  0.290
H  4.76589  0.43701  0.79856  0.298
H  4.99294  0.12538  -0.92464  0.387

Forces on atoms 1 to 2 (eV/Å):
C -0.01 0.07 0.05
C -0.07 -0.11 0.14


3.
Molecular formula: C12H21BrNO4
Method: DFT, ωB97M-V/def2-TZVPD

Its charge is -1. Its molar mass is 323.21 g mol⁻¹. The frontier orbital gap comes out at 7.063 eV. The electronic energy is -3399.66066 Eh. Its strongest force on any atom is 0.03877 hartree/bohr. Its energy above the lowest of the compared OMol25 structures with the same formula, charge and spin is 0.00 kJ/mol.

Each line ends with the Mulliken charge.
Geometry (Å):
C  -0.49262  -0.49724  4.71591  -1.508
C  0.08696  -0.81029  3.34139  0.006
N  -0.81754  -0.46973  2.25760  -0.384
C  -0.25227  0.42583  1.24519  1.925
C  0.83541  -0.27871  0.44273  -0.890
C  1.73060  0.61448  -0.42857  -1.111
C  1.09758  1.10581  -1.73030  -0.480
C  1.12870  -0.01470  -2.75942  -0.421
O  0.39311  0.42110  -3.91928  -0.297
C  -0.33494  -0.51098  -4.57090  0.758
C  0.06656  -1.96542  -4.51094  -0.954
O  -1.28751  -0.15283  -5.24460  -0.605
C  -1.49864  0.79650  0.38554  -1.233
C  -1.81838  2.24211  0.68273  -0.620
O  -0.60237  2.80238  1.17011  -0.422
C  0.11330  1.81343  1.79374  -0.347
O  0.90651  2.12311  2.64954  -0.599
H  0.16892  -0.93453  5.46297  0.410
H  -1.46849  -0.96377  4.79826  0.316
H  -0.53307  0.57819  4.87761  0.283
H  0.26263  -1.91787  3.29188  0.279
H  1.06517  -0.35033  3.21319  0.275
H  -1.17825  -1.33177  1.77234  0.133
H  0.32343  -1.01007  -0.17733  0.346
H  1.48671  -0.86145  1.08383  0.403
H  2.17849  1.42898  0.13302  0.447
H  2.57422  -0.01190  -0.73324  0.517
H  1.67660  1.93488  -2.13129  0.327
H  0.06014  1.39877  -1.62211  0.204
H  0.70255  -0.89474  -2.29228  0.275
H  2.16282  -0.18226  -3.05268  0.247
H  1.13809  -2.05822  -4.65800  0.327
H  -0.47919  -2.52241  -5.25579  0.318
H  -0.20764  -2.37146  -3.54132  0.313
H  -1.50166  0.45268  -0.64393  0.371
H  -2.32633  0.23631  0.81403  0.540
H  -2.54189  2.36057  1.48839  0.329
H  -2.26521  2.75428  -0.16586  0.380
Br  -0.55251  -3.37874  1.81784  -0.857

Forces on atoms 1 to 2 (eV/Å):
C 0.58 0.04 -0.40
C 0.13 -1.40 0.34